--- P ---
DFT (the ωB97M-V functional and the def2-TZVPD basis) results for the ion CH8N3OSi with charge +1.

Calculated values
E_HOMO: -13.9 eV
net charge: +1
lowest unoccupied orbital energy: -3.73 eV
HOMO-LUMO gap: 10.139 eV

Element x y z (Å)
N1 -0.66945 -0.04404 0.79978
N2 0.62782 0.44752 0.83744
O1 -1.61646 1.27872 -0.77651
H1 1.93368 -0.80469 -1.40062
H2 -3.62432 -0.43043 -0.29107
H3 -0.99681 2.12182 -0.53890
C1 -1.62892 0.24942 -0.03888
H4 -2.54868 -1.27873 0.76313
H5 -0.87046 -0.86573 1.49442
H6 2.88016 0.19061 0.62344
Si1 1.91631 0.31365 -0.40824
N3 -2.70347 -0.61347 -0.03520
H7 2.05674 1.60948 -0.99162
H8 0.91893 0.46949 1.75037

=====

--- Q ---
DFT (the ωB97M-V functional and the def2-TZVPD basis) results for a structure of composition CH8N3OSi.

Calculated values
E_HOMO: -13.6 eV
net charge: +1
lowest unoccupied orbital energy: -3.59 eV
HOMO-LUMO gap: 9.961 eV

Element x y z (Å)
H1 1.25436 1.98703 0.91643
N1 -0.53593 1.56335 0.08555
C1 1.11433 0.04559 0.17334
H2 -1.30395 0.36667 -2.19677
H3 -2.76570 -3.13531 0.17715
N2 0.68916 1.22839 0.60034
O1 0.19391 -0.60282 -0.35610
H4 -2.76278 -2.32410 0.27500
Si1 -1.26267 0.26667 -0.84066
H5 -0.60177 2.55667 -0.14978
H6 3.00103 0.02935 1.14092
H7 2.91220 -1.16449 0.11521
N3 2.42043 -0.33076 0.38361
H8 -2.35261 -0.48624 -0.32424

=====

Tell me which of them is the most stable. Sure, it is Q.

=====

--- P ---
DFT (the ωB97M-V functional and the def2-TZVPD basis) results for an isolated molecule of C6H9N3O2.

Calculated values
E_HOMO: -8.9 eV
lowest unoccupied orbital energy: 0.77 eV
HOMO-LUMO gap: 9.689 eV

Element x y z (Å)
H1 1.76359 1.83027 -0.83188
H2 -0.22045 1.16344 -1.64009
N1 2.36880 0.08727 0.17333
H3 -0.55580 -2.64580 -1.68404
H4 3.09784 0.70326 0.62913
H5 -2.84876 -1.15431 1.38582
C1 0.39608 0.30896 -1.32631
C2 -2.13297 -1.19082 0.62227
H6 -0.58043 3.03988 1.42142
C3 -0.52523 -0.64997 -0.68936
H7 1.06585 -0.11699 -2.03434
C4 -0.86435 -1.89841 -0.94489
N2 -1.84138 -2.27112 -0.07822
H8 -2.32506 -3.10082 0.24928
H9 1.94087 -0.39652 0.97937
N3 -1.40988 -0.12945 0.25367
O1 0.84361 1.22787 2.12765
C5 1.29176 1.02443 -0.28537
O2 -0.15512 2.59742 0.66985
C6 0.69103 1.57142 1.00270

=====

--- Q ---
DFT (the ωB97M-V functional and the def2-TZVPD basis) results for a cluster of 2 separate species, C6H9N3O2 in total.

Calculated values
E_HOMO (spin up / spin down): -8.2 / -9.3 eV
lowest unoccupied orbital energy (spin up / spin down): -1.02 / -1.73 eV
HOMO-LUMO gap (spin up / spin down): 7.153 / 7.561 eV

Element x y z (Å)
H1 2.68144 0.96993 0.22060
H2 0.41561 1.23732 2.38807
N1 2.12825 0.06621 0.13968
H3 -1.75064 -2.08269 -1.03521
H4 -1.38721 1.16069 1.16725
O1 1.30002 2.86290 -0.78789
C1 -0.25128 0.82888 -1.51204
C2 -0.65684 0.41586 0.99817
C3 -0.97699 -0.26513 -1.82146
H5 -1.42835 -1.47504 1.33740
N2 0.01762 0.25926 2.22158
O2 0.40724 2.97227 1.19660
C4 -1.34383 -1.15512 -0.78939
C5 0.08600 1.13262 -0.17153
C6 -1.10875 -0.87675 0.54949
N3 0.61391 2.35112 0.14364
H6 2.42995 -0.38973 -0.70120
H7 -0.01072 1.53191 -2.40809
H8 -1.05843 -0.48429 -2.84277
H9 0.71144 -0.49179 2.25329

=====

Tell me which of them is the most stable. Sure, it is P.

=====

--- P ---
DFT (the ωB97M-V functional and the def2-TZVPD basis) results for a structure of composition H3O2.

Calculated values
E_HOMO: -3.4 eV
net charge: -1
lowest unoccupied orbital energy: 5.71 eV
HOMO-LUMO gap: 9.062 eV

Element x y z (Å)
O1 -0.55826 -0.37037 -0.99100
O2 0.49866 0.26002 1.11920
H1 1.18459 -0.42348 1.05542
H2 -0.05684 0.12214 0.06560
H3 -1.06815 0.41169 -1.24922

=====

--- Q ---
DFT (the ωB97M-V functional and the def2-TZVPD basis) results for a cluster of 2 separate species, H3O2 in total.

Calculated values
E_HOMO: -3.2 eV
net charge: -1
lowest unoccupied orbital energy: 5.72 eV
HOMO-LUMO gap: 8.894 eV

Element x y z (Å)
H1 1.03936 -0.07171 -1.14988
H2 -0.30988 0.62673 1.79058
O1 -0.17977 -0.12239 1.19217
H3 -0.23373 0.26011 -0.20253
O2 0.11780 0.02050 -1.24694

=====

Tell me which of them is the most stable. Sure, it is P.